114
Properties=species:S:1:pos:R:3 method="wB97M-V/def2-TZVPD" e_homo_ev=-8.5541 total_charge=0 smiles=COCCCCCCCc1cnc2cc(P(O)O)ccc2n1.COCCOCCOC.COCCOCCOC.COCCOCCOC lumo_ha=-0.054 orbital_gap_ha=0.26045
C -3.995 -5.114 -6.815
O -2.702 -4.449 -7.041
C -1.937 -4.270 -5.797
C -2.186 -2.786 -5.076
C -1.104 -2.742 -3.807
C 0.425 -2.543 -4.376
C 1.477 -3.584 -3.663
C 2.275 -2.849 -2.391
C 1.481 -3.039 -0.969
C 0.553 -1.726 -0.539
C -0.615 -1.918 0.578
N -1.528 -0.853 1.119
C -1.184 0.450 0.455
C -2.052 1.787 0.946
C -1.845 3.304 0.360
P -2.877 4.809 1.041
O -1.875 6.273 0.977
O -3.089 4.563 2.788
C -0.710 3.505 -0.846
C 0.170 2.202 -1.357
C -0.059 0.690 -0.695
N 0.826 -0.410 -1.210
H -4.163 -5.519 -5.730
H -4.832 -4.299 -7.017
H -4.098 -6.049 -7.538
H -2.174 -5.067 -4.958
H -0.792 -4.440 -6.077
H -2.022 -1.890 -5.821
H -3.305 -2.685 -4.682
H -1.251 -3.749 -3.218
H -1.465 -1.873 -3.107
H 0.740 -1.424 -4.126
H 0.458 -2.695 -5.540
H 2.274 -3.999 -4.445
H 0.854 -4.469 -3.202
H 2.595 -1.751 -2.640
H 3.292 -3.466 -2.288
H 2.312 -3.117 -0.116
H 0.875 -4.062 -0.906
H -0.764 -3.019 1.014
H -2.869 1.659 1.807
H -1.015 6.050 0.476
H -2.214 4.141 3.082
H -0.504 4.545 -1.359
H 0.998 2.307 -2.210
C -0.172 1.890 10.156
O -0.893 2.742 9.280
C -0.129 3.860 8.820
C -0.376 4.114 7.329
O 0.175 3.129 6.447
C -0.413 1.822 6.484
C -1.856 1.750 5.969
O -2.758 2.366 6.887
C -3.745 3.161 6.247
H -0.164 2.318 11.164
H -0.681 0.925 10.186
H 0.852 1.723 9.812
H 0.943 3.701 8.989
H -0.448 4.731 9.399
H 0.127 5.052 7.069
H -1.431 4.275 7.119
H -0.314 1.383 7.478
H 0.206 1.206 5.822
H -2.157 0.699 5.880
H -1.905 2.214 4.981
H -3.305 3.796 5.466
H -4.196 3.818 7.001
H -4.518 2.523 5.821
C 0.721 -10.301 -0.798
O 1.227 -9.825 -2.035
C 1.779 -10.858 -2.856
C 1.374 -10.665 -4.321
O -0.008 -10.909 -4.606
C -0.958 -9.987 -4.057
C -0.894 -8.570 -4.642
O 0.278 -7.888 -4.200
C 0.911 -7.145 -5.232
H 1.546 -10.443 -0.091
H 0.040 -9.548 -0.397
H 0.164 -11.234 -0.915
H 1.451 -11.849 -2.517
H 2.867 -10.800 -2.765
H 1.928 -11.400 -4.915
H 1.679 -9.690 -4.696
H -0.902 -9.979 -2.968
H -1.942 -10.402 -4.303
H -1.755 -7.992 -4.287
H -0.939 -8.633 -5.732
H 0.984 -7.728 -6.160
H 1.929 -6.904 -4.904
H 0.366 -6.219 -5.411
C 2.508 8.321 3.408
O 3.014 8.797 2.171
C 3.565 7.764 1.349
C 3.161 7.957 -0.116
O 1.778 7.713 -0.401
C 0.829 8.635 0.149
C 0.892 10.052 -0.437
O 2.065 10.735 0.006
C 2.698 11.477 -1.026
H 3.332 8.179 4.114
H 1.827 9.074 3.808
H 1.951 7.388 3.290
H 3.238 6.773 1.688
H 4.653 7.823 1.440
H 3.715 7.222 -0.709
H 3.466 8.932 -0.491
H 0.885 8.643 1.238
H -0.155 8.220 -0.097
H 0.031 10.630 -0.081
H 0.848 9.990 -1.526
H 2.770 10.894 -1.954
H 3.716 11.718 -0.698
H 2.152 12.403 -1.206

***

130
Properties=species:S:1:pos:R:3 method="wB97M-V/def2-TZVPD" e_homo_ev=-10.6476 total_charge=0 smiles="CCOC(=O)OC.CCOC(=O)OC.CCOC(=O)OC.CCOC(=O)OC.CCOC(=O)OC.CCOC(=O)OC.CCOC(=O)OC.CCOC(=O)OC.ClC(Cl)Cl.ClC(Cl)Cl" lumo_ha=0.011 orbital_gap_ha=0.40222
C 5.494 3.512 1.924
C 4.511 3.869 0.859
O 4.478 2.816 -0.104
C 3.305 2.279 -0.326
O 2.293 2.738 0.085
O 3.405 1.240 -1.192
C 2.256 0.510 -1.469
H 6.472 3.665 1.609
H 5.448 2.446 1.960
H 5.359 4.001 2.856
H 4.813 4.790 0.364
H 3.549 4.051 1.336
H 1.367 1.108 -1.335
H 2.279 -0.418 -0.897
H 2.346 0.246 -2.540
C -1.937 -3.726 -4.502
C -3.418 -3.149 -4.757
O -3.747 -2.186 -3.738
C -4.144 -2.675 -2.530
O -4.173 -3.871 -2.196
O -4.450 -1.684 -1.739
C -5.048 -2.025 -0.536
H -1.852 -4.260 -5.434
H -1.951 -4.366 -3.662
H -1.182 -2.994 -4.470
H -4.180 -3.947 -4.778
H -3.458 -2.637 -5.711
H -6.084 -2.322 -0.822
H -5.098 -1.100 0.048
H -4.450 -2.756 0.002
C -5.868 -0.754 3.482
C -4.806 0.303 3.199
O -5.443 1.535 3.534
C -4.953 2.676 3.078
O -4.017 2.817 2.313
O -5.686 3.655 3.557
C -5.424 4.862 3.028
H -6.030 -0.771 4.579
H -5.625 -1.731 3.152
H -6.841 -0.512 3.014
H -4.476 0.287 2.160
H -3.995 0.114 3.821
H -6.130 5.544 3.451
H -5.694 4.855 2.008
H -4.451 5.321 3.192
C -0.848 0.884 3.582
C -0.015 0.718 2.357
O -0.613 1.432 1.180
C -1.710 0.932 0.722
O -2.210 -0.175 0.980
O -2.171 1.659 -0.295
C -1.629 2.950 -0.615
H -0.223 0.727 4.466
H -1.672 0.126 3.678
H -1.131 1.932 3.731
H 0.004 -0.382 2.176
H 0.974 1.192 2.439
H -1.955 3.716 0.087
H -1.878 3.177 -1.606
H -0.520 2.859 -0.551
C 2.576 -4.660 -0.205
C 1.700 -3.928 0.777
O 2.441 -3.570 1.998
C 1.632 -2.974 2.843
O 0.500 -2.599 2.703
O 2.430 -2.735 3.888
C 1.857 -1.923 4.839
H 2.096 -4.825 -1.133
H 2.853 -5.646 0.227
H 3.517 -4.212 -0.443
H 0.761 -4.384 1.032
H 1.429 -2.996 0.335
H 1.232 -2.420 5.615
H 1.196 -1.245 4.288
H 2.681 -1.342 5.291
C 4.254 -0.732 1.787
C 5.472 -1.442 2.308
O 5.760 -0.901 3.645
C 5.675 -1.738 4.669
O 5.657 -1.368 5.783
O 5.736 -3.104 4.325
C 5.690 -3.965 5.494
H 4.542 0.281 1.447
H 3.485 -0.689 2.623
H 3.835 -1.234 0.873
H 6.384 -1.243 1.717
H 5.271 -2.542 2.495
H 4.872 -3.621 6.033
H 6.478 -3.642 6.202
H 5.765 -4.995 5.172
C -3.317 2.155 -5.688
C -2.237 1.225 -5.331
O -1.319 1.661 -4.345
C -0.231 2.252 -4.712
O -0.018 2.637 -5.842
O 0.670 2.301 -3.711
C 1.289 3.638 -3.757
H -3.988 2.526 -4.894
H -4.054 1.671 -6.431
H -2.856 2.920 -6.254
H -1.621 1.080 -6.191
H -2.624 0.271 -4.926
H 2.203 3.694 -4.317
H 1.413 3.902 -2.667
H 0.567 4.334 -4.218
C 3.470 -4.064 -4.113
C 2.724 -2.817 -4.300
O 2.069 -2.580 -3.092
C 0.904 -1.913 -3.271
O 0.498 -1.522 -4.345
O 0.318 -1.655 -2.124
C -0.980 -0.991 -2.236
H 4.206 -3.884 -3.286
H 4.026 -4.294 -5.012
H 2.838 -4.856 -3.843
H 2.048 -3.040 -5.157
H 3.338 -1.947 -4.616
H -0.628 0.004 -2.494
H -1.313 -1.032 -1.242
H -1.624 -1.480 -3.027
Cl -6.525 2.268 0.521
C -5.224 2.957 -0.423
Cl -5.464 4.695 -0.605
Cl -5.010 2.227 -2.012
H -4.344 2.794 0.163
Cl -0.396 4.574 3.418
C 1.158 4.402 2.497
Cl 2.401 3.650 3.626
Cl 1.678 5.916 1.727
H 1.016 3.614 1.695

***

117
Properties=species:S:1:pos:R:3 method="wB97M-V/def2-TZVPD" e_homo_ev="-4.9028 / -5.2237" total_charge=-1 lumo_ha="0.084 / 0.090" orbital_gap_ha="0.26445 / 0.28193" relative_energy_ev=0.000 s2=6.187 multiplicity=5
Mn 0.424 1.519 0.886
O 0.023 3.428 0.480
N 0.591 3.334 1.685
C -0.216 2.789 2.571
H 0.171 2.709 3.577
H -1.299 2.799 2.400
N -0.994 0.573 0.102
P -2.254 -0.068 -0.463
N -3.348 -0.725 0.631
C -3.284 -0.141 1.970
C -4.378 -0.709 2.863
C -5.708 -0.640 2.122
C -5.673 -1.558 0.893
C -4.234 -1.859 0.448
N -3.179 1.078 -1.280
C -2.645 2.360 -1.711
C -2.660 2.508 -3.236
C -3.922 1.861 -3.837
C -5.012 1.727 -2.781
C -4.550 0.794 -1.662
N -2.067 -1.325 -1.575
C -1.731 -2.685 -1.173
C -2.174 -3.647 -2.270
C -1.444 -3.314 -3.568
C -1.619 -1.839 -3.922
C -1.255 -0.956 -2.736
H -3.428 0.945 1.890
H -2.291 -0.293 2.405
H -4.407 -0.134 3.791
H -4.149 -1.742 3.138
H -5.864 0.395 1.807
H -6.544 -0.902 2.775
H -6.229 -1.104 0.072
H -6.159 -2.511 1.119
H -4.237 -2.126 -0.608
H -3.862 -2.737 0.995
H -1.643 2.462 -1.300
H -3.242 3.165 -1.262
H -1.771 2.046 -3.664
H -2.610 3.571 -3.489
H -3.679 0.861 -4.211
H -4.285 2.437 -4.690
H -5.934 1.330 -3.215
H -5.252 2.712 -2.374
H -4.613 -0.238 -2.029
H -5.229 0.871 -0.801
H -2.173 -2.937 -0.213
H -0.642 -2.772 -1.048
H -3.254 -3.528 -2.415
H -1.987 -4.681 -1.973
H -1.785 -3.956 -4.384
H -0.377 -3.513 -3.428
H -2.658 -1.647 -4.207
H -0.986 -1.579 -4.775
H -1.405 0.097 -2.965
H -0.192 -1.059 -2.496
C 0.974 -2.948 4.551
Si 0.088 -1.642 3.514
C -1.029 -0.747 4.758
C -1.016 -2.578 2.307
Si 1.436 -0.150 2.310
Si 2.863 -1.448 0.932
C 4.447 -0.513 0.544
C 2.023 -2.010 -0.641
C 3.418 -3.046 1.788
Si 2.895 0.802 3.907
C 2.029 1.615 5.383
C 3.967 2.156 3.151
C 4.081 -0.457 4.669
H 0.227 -3.673 4.880
H 1.433 -2.517 5.440
H 1.746 -3.482 4.006
H -1.895 -1.372 4.991
H -1.397 0.209 4.389
H -0.497 -0.556 5.688
H -1.878 -3.014 2.818
H -0.462 -3.384 1.826
H -1.370 -1.913 1.520
H 4.221 0.482 0.174
H 5.010 -1.048 -0.224
H 5.078 -0.426 1.428
H 1.736 -1.162 -1.259
H 1.124 -2.578 -0.399
H 2.693 -2.658 -1.211
H 3.793 -2.891 2.797
H 4.223 -3.482 1.193
H 2.610 -3.775 1.838
H 1.564 2.558 5.110
H 2.772 1.833 6.153
H 1.263 0.983 5.823
H 3.366 2.858 2.573
H 4.718 1.745 2.482
H 4.478 2.710 3.942
H 3.567 -1.241 5.221
H 4.745 0.067 5.360
H 4.697 -0.938 3.912
C 2.798 2.969 -5.022
C 3.979 2.384 -4.311
C 4.864 1.562 -4.996
C 5.979 1.040 -4.369
Cl 7.060 0.003 -5.274
C 6.258 1.327 -3.049
C 5.380 2.137 -2.350
C 4.243 2.650 -2.958
O 3.479 3.499 -2.194
C 2.090 3.218 -1.925
C 1.819 1.720 -1.685
O 1.529 0.995 -2.627
O 1.900 1.348 -0.461
H 2.905 2.835 -6.098
H 2.709 4.034 -4.811
H 1.883 2.476 -4.697
H 4.681 1.333 -6.037
H 7.140 0.922 -2.573
H 5.556 2.380 -1.314
H 1.465 3.588 -2.741
H 1.864 3.764 -1.010

***

Number 1: total energy -2687.51032 hartree, molecular weight 724.87 g mol⁻¹. Number 2: total energy -5901.99556 hartree, molecular weight 1071.60 g mol⁻¹. Number 3: total energy -5021.16918 hartree, molecular weight 843.65 g mol⁻¹.